Density functional theory data (ωB97M-V/def2-TZVPD) for a 2-piece molecular cluster, C31H27BCl2F6O2S overall in a non-equilibrium geometry.

```
70
C31H27BCl2F6O2S | OMol25 | ωB97M-V/def2-TZVPD
C -4.66192 -2.76186 2.61849
C -4.25328 -1.39303 2.09950
C -5.44260 -0.55699 1.63720
C -3.61876 -0.63272 3.29826
O -2.17602 -0.46364 3.23749
B -1.49178 -1.28163 2.38071
C 0.02924 -1.55677 2.44815
C 0.40123 -2.56901 1.40162
C -0.31073 -3.79388 1.41489
C -0.03830 -4.80833 0.51471
C 0.96502 -4.63377 -0.45096
Cl 1.38188 -5.91961 -1.47227
C 1.59602 -3.38654 -0.55418
C 1.30172 -2.36216 0.36627
C 1.10277 -0.80312 3.22358
C 0.97613 -0.81454 4.63227
C 2.04305 -0.48931 5.46514
C 3.20826 0.00131 4.86892
Cl 4.60391 0.30437 5.81476
C 3.29038 0.22271 3.48571
C 2.24983 -0.22664 2.65698
O -1.95897 -1.56699 1.09290
C -3.35813 -1.71700 0.85459
H -5.16731 -3.33276 1.82378
H -3.72971 -3.28986 2.89989
H -5.31870 -2.67916 3.49554
H -6.00542 -1.04762 0.82615
H -6.13624 -0.37120 2.47534
H -5.07123 0.41770 1.27174
H -3.86160 -1.17974 4.25462
H -4.10472 0.36701 3.37971
H -0.37532 -2.19205 3.29962
H -1.10209 -3.96140 2.15377
H -0.61234 -5.73186 0.54361
H 2.28663 -3.21831 -1.37498
H 1.76514 -1.39144 0.23127
H 0.03413 -1.12249 5.07342
H 1.99945 -0.63808 6.53976
H 4.17148 0.69999 3.05727
H 2.32406 -0.10979 1.57290
H -3.59879 -2.78642 0.54569
H -3.64208 -1.06044 -0.00535
C -5.13441 4.36751 0.54592
C -3.95439 3.53896 0.27915
C -3.73419 2.70822 -0.83120
C -2.39421 2.21775 -0.83557
C -1.73506 2.43164 0.36982
C -0.45109 2.03678 0.77978
C 0.02889 2.63398 1.97584
C 1.31139 3.12072 1.93857
C 1.78628 3.95859 3.09660
F 2.54992 5.01879 2.69774
F 0.75693 4.44901 3.85323
F 2.56678 3.19350 3.93934
C 2.14213 2.80371 0.85409
C 1.70526 1.95507 -0.16323
C 2.57961 1.48189 -1.28538
F 2.95648 0.16646 -1.05948
F 1.92982 1.48189 -2.49349
F 3.71482 2.19965 -1.42595
C 0.40715 1.47750 -0.18247
S -2.63557 3.53902 1.36823
H -5.67011 4.59086 -0.37671
H -5.79121 3.80539 1.21956
H -4.84761 5.30340 1.02791
H -4.48160 2.55465 -1.60818
H -1.85903 1.78000 -1.66160
H -0.63509 2.86220 2.81459
H 3.14942 3.17373 0.84696
H 0.04029 0.88280 -1.02227
```

Computed properties:
ΔE to the lowest compared entry with this formula, charge and spin, kcal/mol: 0.00
Charge: 0
M, g mol⁻¹: 659.33
Gap between HOMO and LUMO, Eh: 0.279
LUMO energy, eV: -0.5
HOMO energy, eV: -8.1